No. 1
{"formula": "C19H23F5MoNP", "method": "ωB97M-V/def2-TZVPD", "s_squared": 2.04, "homo_ev": [-15.20, -15.20], "multiplicity": 3, "charge": 2, "gap_ev": [5.9, 5.8], "species": ["C", "C", "C", "C", "C", "C", "C", "C", "N", "Mo", "C", "P", "H", "H", "H", "H", "H", "H", "H", "H", "C", "C", "H", "C", "C", "H", "H", "H", "H", "H", "H", "H", "H", "H", "H", "H", "H", "H", "H", "F", "C", "C", "C", "F", "C", "F", "C", "F", "C", "F"], "positions_angstrom": [[-2.846, 0.249, -4.110], [-2.602, -1.021, -3.589], [-1.822, -1.186, -2.429], [-1.296, -0.048, -1.776], [-1.549, 1.239, -2.311], [-2.341, 1.385, -3.463], [-1.650, -2.581, -1.886], [-0.226, -3.134, -1.708], [0.777, -2.104, -1.350], [-0.012, -0.344, -0.065], [-0.931, 2.464, -1.685], [0.685, 1.973, -0.951], [-3.008, -1.911, -4.087], [-2.527, 2.390, -3.853], [-3.435, 0.367, -5.023], [-1.547, 2.846, -0.851], [-0.829, 3.287, -2.407], [-2.167, -2.683, -0.922], [-2.154, -3.280, -2.573], [-0.235, -3.906, -0.923], [1.247, 3.458, -0.022], [1.823, 1.963, -2.397], [0.114, -3.626, -2.636], [1.411, -1.581, -2.576], [1.829, -2.689, -0.495], [0.355, 0.962, 1.076], [1.864, -2.417, -3.137], [0.663, -1.096, -3.210], [2.189, -0.859, -2.311], [2.394, -3.459, -1.046], [2.510, -1.895, -0.165], [1.368, -3.154, 0.385], [2.076, 2.949, -2.816], [2.765, 1.523, -2.070], [1.441, 1.349, -3.220], [1.323, 4.392, -0.594], [0.559, 3.625, 0.818], [2.237, 3.237, 0.389], [1.108, 0.635, 0.932], [-1.433, -3.234, 1.200], [-1.286, -2.333, 2.216], [-0.747, -1.053, 1.968], [-0.624, -0.291, 3.146], [-0.081, 0.966, 3.125], [-0.995, -0.731, 4.424], [-0.816, 0.076, 5.489], [-1.521, -2.008, 4.607], [-1.859, -2.444, 5.833], [-1.662, -2.815, 3.481], [-2.130, -4.075, 3.627]], "nbo_charge": [-0.13, -0.15, -0.02, -0.29, 0.00, -0.21, -0.47, -0.23, -0.45, 0.99, -0.74, 1.10, 0.24, 0.25, 0.25, 0.27, 0.28, 0.25, 0.26, 0.24, -0.94, -0.94, 0.23, -0.43, -0.44, 0.11, 0.24, 0.24, 0.21, 0.25, 0.22, 0.24, 0.29, 0.26, 0.27, 0.30, 0.27, 0.27, 0.15, -0.32, 0.32, -0.45, 0.35, -0.32, 0.28, -0.26, 0.35, -0.24, 0.32, -0.27]}

=====

No. 2
{"formula": "C27H27Cl5GeNPdS", "method": "ωB97M-V/def2-TZVPD", "homo_ev": -4.67, "charge": -1, "gap_ev": 7.1, "species": ["Pd", "S", "C", "C", "C", "C", "C", "C", "N", "C", "C", "C", "C", "C", "C", "C", "H", "H", "H", "H", "H", "H", "H", "H", "Cl", "C", "C", "C", "Cl", "C", "Cl", "C", "Cl", "C", "Cl", "C", "C", "C", "C", "Ge", "C", "C", "C", "C", "H", "H", "H", "H", "H", "H", "H", "H", "H", "H", "H", "H", "H", "H", "H", "H", "H", "H", "H"], "positions_angstrom": [[-0.393, -0.060, 0.279], [4.432, -0.553, 1.412], [4.710, -0.376, -0.287], [5.885, -0.534, -1.015], [5.840, -0.334, -2.382], [4.644, 0.022, -3.015], [3.479, 0.180, -2.292], [3.507, -0.024, -0.913], [2.418, 0.099, -0.074], [2.729, -0.131, 1.154], [1.798, -0.098, 2.289], [2.318, 0.002, 3.586], [1.486, 0.055, 4.685], [0.109, -0.007, 4.487], [-0.408, -0.115, 3.210], [0.411, -0.145, 2.073], [6.811, -0.809, -0.524], [6.742, -0.454, -2.969], [4.634, 0.175, -4.087], [2.545, 0.454, -2.766], [3.391, 0.059, 3.732], [1.901, 0.142, 5.681], [-0.562, 0.029, 5.338], [-1.482, -0.172, 3.081], [-1.527, 0.527, -1.846], [-1.492, 2.081, -0.979], [-0.661, 2.063, 0.124], [-0.628, 3.247, 0.838], [0.400, 3.351, 2.244], [-1.384, 4.364, 0.476], [-1.302, 5.830, 1.392], [-2.221, 4.307, -0.640], [-3.168, 5.676, -1.102], [-2.287, 3.134, -1.389], [-3.313, 3.009, -2.773], [-1.486, -7.172, -0.059], [-1.613, -5.709, 0.345], [-1.854, -4.795, -0.851], [-2.022, -3.320, -0.485], [-0.442, -2.448, 0.392], [1.209, -3.194, -0.465], [1.578, -2.487, -1.769], [0.661, -2.830, -2.937], [1.097, -2.157, -4.233], [-1.320, -7.819, 0.805], [-0.647, -7.312, -0.746], [-2.388, -7.519, -0.569], [-0.709, -5.389, 0.870], [-2.435, -5.590, 1.060], [-2.744, -5.153, -1.386], [-1.018, -4.908, -1.549], [-2.867, -3.203, 0.203], [-2.285, -2.749, -1.380], [-0.438, -3.125, 1.801], [1.136, -4.277, -0.621], [2.006, -3.039, 0.269], [2.614, -2.708, -2.059], [1.534, -1.404, -1.605], [-0.362, -2.523, -2.695], [0.631, -3.916, -3.074], [1.120, -1.071, -4.114], [0.422, -2.388, -5.060], [2.103, -2.476, -4.518]], "nbo_charge": [0.33, 0.33, -0.26, -0.21, -0.23, -0.23, -0.22, 0.19, -0.47, 0.16, -0.22, -0.18, -0.26, -0.22, -0.21, -0.07, 0.21, 0.21, 0.21, 0.23, 0.20, 0.20, 0.20, 0.20, 0.03, 0.04, -0.35, -0.07, 0.00, -0.09, 0.02, -0.10, 0.02, -0.14, 0.02, -0.60, -0.40, -0.40, -0.80, 0.77, -0.81, -0.42, -0.39, -0.60, 0.20, 0.20, 0.19, 0.21, 0.19, 0.18, 0.19, 0.21, 0.21, -0.19, 0.20, 0.22, 0.18, 0.21, 0.20, 0.18, 0.20, 0.20, 0.20]}

=====

No. 3
{"formula": "C38H42BeIN2O2P2Si2", "method": "ωB97M-V/def2-TZVPD", "e_above_lowest_ev": 0.000, "homo_ev": -3.66, "charge": -1, "gap_ev": 5.6, "species": ["Be", "C", "Si", "C", "C", "N", "P", "C", "P", "N", "Si", "C", "C", "C", "C", "C", "C", "C", "C", "C", "C", "C", "C", "C", "C", "C", "C", "C", "C", "C", "C", "C", "C", "C", "C", "C", "C", "C", "H", "H", "H", "H", "H", "H", "H", "H", "H", "H", "H", "H", "H", "H", "H", "H", "H", "H", "H", "H", "H", "H", "H", "H", "H", "H", "H", "H", "H", "H", "H", "H", "H", "H", "H", "H", "H", "H", "I", "C", "C", "C", "C", "C", "C", "C", "O", "O", "H", "H", "H", "H"], "positions_angstrom": [[-0.649, -1.094, -0.569], [-3.701, 2.276, 0.193], [-3.111, 0.516, -0.023], [-3.854, -0.531, 1.335], [-3.804, -0.096, -1.643], [-1.411, 0.316, -0.045], [-0.155, 1.274, 0.324], [1.191, 0.387, 0.824], [1.527, -1.415, 0.555], [-0.068, -2.040, 0.604], [-0.480, -3.643, 0.974], [-1.827, -4.192, -0.208], [0.956, -4.832, 0.842], [-1.174, -3.798, 2.711], [2.458, 1.160, 1.005], [3.521, 1.092, 0.093], [4.715, 1.765, 0.319], [4.883, 2.539, 1.461], [3.847, 2.612, 2.383], [2.663, 1.920, 2.163], [2.216, -1.772, 2.255], [1.505, -1.447, 3.410], [2.032, -1.713, 4.664], [3.292, -2.299, 4.779], [4.010, -2.620, 3.637], [3.467, -2.358, 2.381], [-0.543, 2.489, 1.633], [-1.224, 2.013, 2.756], [-1.404, 2.819, 3.866], [-0.883, 4.111, 3.877], [-0.186, 4.583, 2.778], [-0.017, 3.773, 1.658], [0.089, 2.295, -1.178], [-0.656, 3.438, -1.469], [-0.608, 4.005, -2.737], [0.178, 3.434, -3.729], [0.929, 2.300, -3.447], [0.885, 1.739, -2.178], [-4.770, 2.242, 0.428], [-3.198, 2.816, 0.997], [-3.579, 2.844, -0.734], [-4.938, -0.628, 1.223], [-3.414, -1.533, 1.310], [-3.654, -0.111, 2.325], [-4.899, -0.098, -1.631], [-3.474, 0.551, -2.461], [-3.462, -1.111, -1.865], [-1.498, -4.043, -1.241], [-2.089, -5.246, -0.078], [-2.738, -3.601, -0.058], [1.506, -4.673, -0.091], [1.654, -4.699, 1.673], [0.595, -5.865, 0.859], [-1.814, -2.941, 2.942], [-1.772, -4.710, 2.818], [-0.371, -3.829, 3.453], [3.401, 0.494, -0.802], [5.518, 1.686, -0.405], [5.812, 3.069, 1.635], [3.967, 3.193, 3.290], [1.879, 1.945, 2.911], [0.533, -0.975, 3.300], [1.469, -1.459, 5.555], [3.710, -2.498, 5.758], [4.991, -3.072, 3.722], [4.020, -2.613, 1.482], [-1.590, 0.991, 2.756], [-1.938, 2.441, 4.729], [-1.013, 4.741, 4.749], [0.238, 5.580, 2.790], [0.548, 4.142, 0.811], [-1.288, 3.883, -0.710], [-1.194, 4.891, -2.952], [0.204, 3.869, -4.720], [1.539, 1.846, -4.218], [1.461, 0.847, -1.956], [-1.537, -0.024, -8.892], [-1.059, -0.675, -6.966], [-0.400, -1.886, -6.801], [-0.086, -2.310, -5.518], [-0.438, -1.543, -4.415], [-1.096, -0.334, -4.601], [-1.408, 0.111, -5.879], [-0.067, -2.025, -3.030], [0.703, -2.952, -2.888], [-0.624, -1.322, -2.091], [-0.129, -2.485, -7.661], [0.440, -3.241, -5.349], [-1.351, 0.260, -3.733], [-1.913, 1.057, -6.022]], "lowdin_charge": [-0.04, -0.17, 0.33, -0.17, -0.17, -0.22, 0.80, -0.49, 0.92, -0.34, 0.29, -0.17, -0.18, -0.18, -0.31, -0.07, -0.10, -0.12, -0.10, -0.05, -0.36, -0.11, -0.10, -0.11, -0.10, -0.12, -0.29, -0.10, -0.08, -0.10, -0.08, -0.10, -0.24, -0.10, -0.09, -0.10, -0.08, -0.08, 0.03, 0.02, 0.02, 0.03, 0.01, 0.02, 0.03, 0.02, 0.03, 0.02, 0.02, 0.02, 0.03, 0.02, 0.02, 0.02, 0.02, 0.02, 0.09, 0.09, 0.09, 0.09, 0.11, 0.10, 0.09, 0.09, 0.09, 0.09, 0.10, 0.10, 0.10, 0.10, 0.11, 0.09, 0.10, 0.10, 0.11, 0.10, 0.82, -0.74, -0.15, -0.01, -0.11, -0.02, -0.15, -0.53, 0.07, -0.04, 0.09, 0.12, 0.11, 0.09]}

=====

No. 4
{"formula": "C33H41BCl3MoN6OS3", "method": "ωB97M-V/def2-TZVPD", "homo_ev": [-16.13, -16.13], "charge": 3, "gap_ev": [5.1, 5.1], "species": ["Mo", "C", "C", "C", "C", "N", "N", "B", "N", "N", "C", "C", "C", "C", "C", "S", "C", "C", "C", "C", "N", "N", "C", "C", "C", "C", "C", "S", "C", "C", "C", "C", "C", "S", "C", "C", "C", "C", "H", "H", "H", "H", "H", "H", "H", "H", "H", "H", "H", "H", "H", "H", "H", "H", "H", "H", "H", "H", "H", "H", "H", "H", "H", "H", "H", "H", "H", "H", "H", "H", "H", "H", "H", "H", "H", "H", "H", "Cl", "C", "C", "C", "Cl", "C", "O", "C", "Cl", "C", "H", "H"], "positions_angstrom": [[-0.268, 0.146, -0.059], [5.037, 0.893, -0.488], [4.406, -0.453, -0.627], [5.088, -1.615, -0.860], [4.421, -2.866, -0.912], [3.108, -2.945, -0.831], [2.433, -1.804, -0.654], [0.881, -1.840, -0.562], [0.271, -2.428, -1.852], [1.063, -2.947, -2.787], [0.491, -3.529, -3.818], [-0.920, -3.633, -3.907], [-1.738, -3.061, -2.968], [-3.230, -3.090, -3.016], [-1.055, -2.400, -1.935], [-1.845, -1.485, -0.682], [1.371, -4.088, -4.918], [2.845, -3.838, -4.618], [1.116, -5.601, -5.016], [0.990, -3.403, -6.240], [0.435, -2.670, 0.727], [0.488, -3.966, 0.470], [0.094, -4.837, 1.386], [-0.246, -4.391, 2.672], [-0.330, -3.044, 2.954], [-0.765, -2.541, 4.294], [-0.039, -2.175, 1.887], [-0.485, -0.464, 2.134], [-0.005, -6.284, 0.936], [-1.013, -6.329, -0.226], [-0.493, -7.187, 2.069], [1.366, -6.757, 0.445], [3.019, -0.628, -0.497], [1.964, 0.658, 0.002], [5.247, -4.134, -1.035], [6.229, -4.174, 0.149], [6.037, -4.087, -2.353], [4.368, -5.377, -0.991], [6.111, 0.831, -0.647], [4.867, 1.300, 0.511], [4.622, 1.595, -1.214], [6.164, -1.592, -0.975], [-1.354, -4.147, -4.755], [-3.579, -3.608, -3.906], [-3.638, -2.077, -3.023], [-3.634, -3.604, -2.141], [3.137, -4.305, -3.678], [3.072, -2.771, -4.558], [3.450, -4.267, -5.417], [1.357, -6.106, -4.078], [1.750, -6.021, -5.796], [0.083, -5.835, -5.281], [1.144, -2.323, -6.188], [-0.045, -3.594, -6.527], [1.621, -3.792, -7.039], [-0.494, -5.108, 3.442], [-0.924, -3.374, 4.975], [-1.698, -1.980, 4.220], [-0.010, -1.883, 4.727], [-2.004, -5.995, 0.090], [-1.105, -7.356, -0.579], [-0.673, -5.713, -1.062], [-1.480, -6.896, 2.436], [0.207, -7.210, 2.907], [-0.577, -8.207, 1.697], [1.698, -6.164, -0.404], [1.295, -7.799, 0.132], [2.117, -6.698, 1.236], [6.976, -3.380, 0.101], [6.768, -5.121, 0.129], [5.708, -4.108, 1.106], [6.694, -3.217, -2.413], [5.378, -4.081, -3.221], [6.671, -4.971, -2.416], [3.908, -5.491, -0.010], [4.983, -6.257, -1.178], [3.574, -5.349, -1.738], [-3.263, 6.253, -2.850], [-2.490, 4.791, -2.439], [-1.539, 4.257, -3.309], [-0.904, 3.076, -2.984], [0.271, 2.365, -4.009], [-1.248, 2.433, -1.793], [-0.698, 1.266, -1.423], [-2.187, 2.990, -0.924], [-2.429, 2.151, 0.572], [-2.819, 4.169, -1.231], [-1.300, 4.769, -4.231], [-3.538, 4.618, -0.560]], "lowdin_charge": [0.97, -0.02, -0.21, 0.12, -0.15, 0.21, 0.00, -0.60, 0.00, 0.21, -0.16, 0.12, -0.21, -0.02, -0.50, 0.84, -0.54, -0.05, -0.02, -0.02, -0.02, 0.21, -0.14, 0.12, -0.22, -0.03, -0.51, 0.72, -0.54, -0.02, -0.04, -0.03, -0.50, 0.85, -0.54, -0.02, -0.01, -0.05, 0.10, 0.10, 0.10, 0.14, 0.14, 0.10, 0.10, 0.10, 0.05, 0.09, 0.11, 0.09, 0.10, 0.09, 0.10, 0.09, 0.10, 0.14, 0.10, 0.10, 0.10, 0.10, 0.10, 0.07, 0.10, 0.10, 0.10, 0.06, 0.11, 0.10, 0.09, 0.11, 0.10, 0.09, 0.08, 0.11, 0.07, 0.11, 0.06, 0.82, -0.63, -0.08, -0.58, 0.79, -0.38, -0.37, -0.54, 0.80, -0.08, 0.13, 0.13]}